[1]
Density functional theory data (the ωB97M-V functional and the def2-TZVPD basis) for a 2-piece molecular cluster, CH2NP3 overall at a distorted geometry.

ORCA input file:
```
! wB97M-V def2-TZVPD RIJCOSX def2/J DEFGRID3
* xyz 0 1
C -1.7077 -0.9870 0.7180
N -2.7415 -0.5528 0.9130
P -0.7409 1.6387 -1.7849
P 0.8805 1.0670 -0.9228
P 2.7809 0.5129 -0.3719
H -0.6813 -1.1981 0.8647
H 2.2100 -0.4808 0.5840
*
```

Calculated values
Frontier orbital gap   6.98 eV
Relative energy (zero: lowest compared OMol25 entry of this formula, charge and spin)   215.8 kJ/mol
HOMO   -0.3074 hartree
SMILES   P#P=P.C#N
Energy   -30422.2070 eV

Mulliken population analysis, charges in e, atoms 1 to 2: 0.083, -0.328

[2]
Density functional theory data (the ωB97M-V functional and the def2-TZVPD basis) for a 3-piece molecular cluster, C43H66ClNO9P2S overall at a distorted geometry.

ORCA input file:
```
! wB97M-V def2-TZVPD RIJCOSX def2/J DEFGRID3
* xyz 0 1
C -0.7770 0.2242 6.7368
C -0.0474 0.8522 5.5141
C -0.1644 -0.0504 4.2462
C -0.9422 0.6145 3.0887
O -0.0251 1.0324 2.0593
N -0.1472 0.3153 0.8604
C 0.0945 -1.0871 1.0132
C -0.8635 -2.0699 0.9749
C -0.5998 -3.4071 1.0949
C 0.7022 -3.8177 1.2672
P 0.9791 -5.5986 1.3884
O 1.4305 -5.9389 2.7464
O -0.3837 -6.3896 1.0461
O 2.0653 -6.1163 0.3347
C 1.7008 -2.8503 1.3093
C 3.1443 -3.3136 1.4691
O 3.6746 -2.8786 2.7128
C 5.0896 -3.0523 2.6671
C 1.4301 -1.5037 1.1870
C 2.5639 -0.4825 1.2353
O 2.8772 -0.0368 -0.0755
C 3.9953 -0.6770 -0.6621
S -2.5823 -1.6542 0.7259
C -2.4262 -0.0627 -0.0785
C -3.4897 0.3331 -0.8645
Cl -4.8480 -0.7527 -1.0105
C -3.4537 1.5386 -1.5206
C -4.6015 1.9235 -2.4204
C -4.2078 1.9246 -3.9311
O -5.0946 1.7720 -4.7579
C -2.7814 2.1303 -4.3850
C -1.7875 1.2111 -4.1520
C -0.4971 1.4483 -4.5464
C -0.1668 2.6163 -5.1905
C -1.1631 3.5389 -5.4324
C -2.4458 3.2959 -5.0362
C -2.3435 2.3357 -1.3156
O -2.3155 3.5681 -1.9350
C -2.6433 4.6628 -1.0771
C -3.8738 4.4714 -0.1815
C -1.2660 1.9581 -0.5360
P 0.1355 3.1721 -0.3920
C -0.1327 3.9394 1.3030
O 1.5544 2.3328 -0.3764
C -1.2931 0.6936 0.0950
H -0.0877 -0.3817 7.3289
H -1.2380 0.9901 7.3675
H -1.5840 -0.4247 6.3792
H 1.0065 0.9345 5.8056
H -0.3858 1.8771 5.3293
H 0.8619 -0.2438 3.9183
H -0.6139 -0.9957 4.5641
H -1.7856 0.0236 2.7224
H -1.3734 1.5408 3.4949
H -1.3988 -4.1390 1.0379
H -0.8815 -6.3814 1.8778
H 2.4590 -6.9144 0.7198
H 3.2269 -4.4050 1.4321
H 3.7198 -2.9400 0.6089
H 5.5380 -2.7021 3.5963
H 5.4995 -2.4465 1.8420
H 5.3047 -4.1063 2.4446
H 3.4311 -0.8568 1.7856
H 2.1944 0.3815 1.7992
H 3.6668 -1.4465 -1.3765
H 4.6926 -1.1034 0.0677
H 4.5492 0.0730 -1.2405
H -5.0006 2.9231 -2.2291
H -5.4394 1.2310 -2.3649
H -1.9994 0.2733 -3.6414
H 0.3011 0.7400 -4.3432
H 0.8551 2.8328 -5.4825
H -0.8689 4.4621 -5.9241
H -3.2179 4.0377 -5.2288
H -1.8039 4.9712 -0.4432
H -2.8616 5.5192 -1.7250
H -4.7618 4.3196 -0.7986
H -3.7560 3.7025 0.5865
H -4.0468 5.4171 0.3507
H 0.7468 3.8506 1.9473
H -0.9964 3.4576 1.7746
H -0.3985 4.9890 1.1538
H 2.1300 2.6382 0.3347
C -1.1112 10.6905 1.1101
C -2.0372 9.5179 1.4177
C -2.1442 8.5146 0.2706
C -2.7323 9.0683 -1.0280
C -4.1285 9.6743 -0.8986
C -5.1840 8.6659 -0.4546
H -1.4728 11.2803 0.2663
H -1.0428 11.3572 1.9711
H -0.1037 10.3396 0.8765
H -3.0275 9.8933 1.6898
H -1.6556 8.9946 2.2989
H -2.7416 7.6596 0.6046
H -1.1469 8.1163 0.0547
H -2.7641 8.2595 -1.7659
H -2.0568 9.8223 -1.4417
H -4.4202 10.0803 -1.8708
H -4.1148 10.5204 -0.2061
H -5.2448 7.8317 -1.1579
H -6.1670 9.1374 -0.4102
H -4.9682 8.2636 0.5370
C 5.6618 -11.2520 -3.1633
C 4.8911 -9.9880 -2.7949
C 4.7929 -9.7566 -1.2879
C 4.0436 -10.8422 -0.5123
C 2.6088 -11.0946 -0.9736
C 1.7015 -9.8795 -0.8113
H 5.1719 -12.1495 -2.7824
H 5.7324 -11.3519 -4.2476
H 6.6771 -11.2191 -2.7626
H 3.8935 -10.0227 -3.2411
H 5.3967 -9.1283 -3.2432
H 4.3171 -8.7868 -1.1110
H 5.8035 -9.6729 -0.8753
H 4.0316 -10.5644 0.5469
H 4.6019 -11.7810 -0.5678
H 2.1974 -11.9193 -0.3855
H 2.5952 -11.4259 -2.0155
H 1.6665 -9.5588 0.2335
H 0.6834 -10.1199 -1.1208
H 2.0391 -9.0376 -1.4185
*
```

Calculated values
Frontier orbital gap   7.97 eV
HOMO   -0.2856 hartree
SMILES   CCCCON1c2c(cc(P(=O)(O)O)c(COC)c2COC)Sc2c(Cl)c(CC(=O)c3ccccc3)c(OCC)c(P(C)O)c21.CCCCCC.CCCCCC
Energy   -107513.8754 eV

Mulliken population analysis, charges in e, atoms 1 to 2: -1.193, -0.521